The following is a quantum chemistry calculation of the molecule C4H4S, from the OMol25 dataset.

The calculation puts the HOMO energy at -8.4 eV. As for the LUMO energy: -0.361 eV. The calculation puts the energy relative to the best compared isomer or geometry (same formula, charge and spin) at 119.98 kcal/mol. The SMILES is C1#S2=C1CC2. The value obtained for the maximum force is 5.7 eV/Å. As for the molar mass: 84.14 Da.

```
9
Properties=species:S:1:pos:R:3:forces:R:3:lowdin_charge:R:1
C -2.64759 1.29698 -0.18724 0.1 -0.7 0.3 -0.299
S -2.47518 -0.56052 0.01429 -0.9 0.5 -0.3 0.786
C -1.42498 1.36845 0.05288 0.6 0.3 0.7 -0.278
C -0.04137 0.92570 0.18487 -2.3 -2.7 -4.2 -0.090
C -0.66145 -0.74488 -0.19679 -0.1 5.4 -1.6 -0.345
H 0.51159 1.24867 -0.71020 0.1 -0.3 0.5 0.101
H 0.55148 0.91045 1.01258 0.9 0.5 2.7 0.053
H -0.39172 -0.78445 -1.24830 0.0 -0.7 0.2 0.064
H -0.39910 -1.49117 0.43039 1.6 -2.3 1.7 0.007
```
Forces are in eV/Å.